Below is C7H8N2O2 in the gas phase in a non-equilibrium geometry, with properties calculated with wB97M-V/def2-TZVPD.

Each line ends with the Löwdin charge.
CARTESIAN COORDINATES (ANGSTROEM)
C  2.12468  1.44532  0.09814  -0.07
N  2.03870  0.08627  -0.15952  -0.15
O  3.33577  -0.41043  0.07614  -0.01
C  1.06603  -0.83857  0.06990  -0.40
O  1.36117  -2.02944  0.18968  0.06
C  -0.30389  -0.41801  -0.03178  -0.21
C  -1.21837  -1.50056  -0.02946  0.01
C  -2.52789  -1.13880  -0.02783  -0.06
C  -2.93108  0.23429  0.07149  -0.04
C  -1.92443  1.21176  0.11679  -0.10
N  -0.62007  0.84958  -0.00076  0.11
H  2.97788  1.78613  -0.48588  0.09
H  1.25961  1.88477  -0.49248  0.11
H  2.36121  1.69151  1.08302  0.08
H  3.38340  -1.21940  -0.52771  0.14
H  -0.85576  -2.50985  0.03493  0.12
H  -3.33165  -1.91822  -0.08351  0.12
H  -3.97037  0.55586  -0.00749  0.10
H  -2.22495  2.23780  0.10631  0.10

SMILES string: CN(O)C(=O)c1ccccn1
HOMO: -9.21 eV
frontier orbital gap: 0.3440 hartree
LUMO: 0.00573 hartree
multiplicity: 1


Below is C7H12 in the gas phase in a non-equilibrium geometry, with properties calculated with wB97M-V/def2-TZVPD.

Each line ends with the Löwdin charge.
CARTESIAN COORDINATES (ANGSTROEM)
C  1.10968  2.20753  0.00861  -0.06
C  0.65951  0.79550  -0.89018  -0.26
C  -0.80557  0.68910  -1.23435  -0.07
C  -1.40527  -0.39979  -0.72523  -0.07
C  -0.43681  -1.33941  -0.05157  -0.37
C  -0.83884  -1.74536  1.37551  -0.08
C  0.90741  -0.54001  -0.11739  -0.12
H  0.42711  2.22955  0.83866  0.04
H  2.16345  2.14486  0.35990  0.07
H  1.06485  3.18567  -0.53610  0.07
H  1.37666  1.30562  -1.49028  0.08
H  -1.32862  1.45301  -1.79653  0.10
H  -2.46950  -0.63580  -0.79558  0.11
H  -0.37108  -2.26587  -0.64779  0.13
H  -0.94049  -0.85702  2.00935  0.08
H  -0.08330  -2.39886  1.82974  0.08
H  -1.79528  -2.28489  1.40075  0.07
H  1.72114  -1.19129  -0.46315  0.11
H  1.15875  -0.20986  0.88960  0.10

SMILES string: C[C@@H]1C=C[C@H](C)C1
HOMO: -8.54 eV
frontier orbital gap: 0.3562 hartree
LUMO: 0.04238 hartree
multiplicity: 1


Below is C25H33N3O5S in the gas phase in a non-equilibrium geometry, with properties calculated with wB97M-V/def2-TZVPD.

Each line ends with the Löwdin charge.
CARTESIAN COORDINATES (ANGSTROEM)
C  -2.09662  -3.77598  0.19329  0.02
C  -0.99392  -3.00543  -0.49686  -0.45
O  -1.18901  -2.39062  -1.52603  0.06
N  0.22011  -3.01270  0.12423  0.05
C  1.32072  -2.24381  -0.26461  -0.13
C  1.55552  -1.60830  -1.47267  0.03
C  2.71860  -0.85895  -1.59614  -0.06
C  3.60417  -0.76065  -0.54272  -0.29
S  4.97946  0.37192  -0.62612  0.65
O  6.11623  -0.21024  0.02734  -0.29
O  5.10870  0.85774  -1.97025  -0.29
N  4.42976  1.58582  0.37985  -0.12
C  3.79772  2.75952  -0.18102  -0.20
C  2.37983  2.97368  0.37104  -0.31
C  1.49763  1.77204  0.03779  -0.16
C  0.05977  1.97740  0.49594  -0.13
C  -0.52571  3.25034  -0.12637  -0.24
C  -1.95483  3.37770  0.38438  -0.48
O  -2.25022  3.89818  1.43907  0.07
N  -2.86660  2.81220  -0.43914  0.08
C  -4.24220  2.56170  -0.05166  -0.09
C  -4.50930  1.09252  -0.05640  -0.26
C  -4.85578  0.20693  0.91690  -0.02
C  -4.90972  -1.06675  0.29376  -0.03
C  -4.58372  -0.87148  -1.01503  -0.32
C  -4.42440  -1.80980  -2.15587  -0.01
O  -4.34101  0.43861  -1.23324  0.08
C  0.33419  4.44869  0.26733  -0.15
C  1.77131  4.25160  -0.20881  -0.16
C  3.38997  -1.42108  0.65816  -0.01
C  2.24407  -2.17005  0.78642  -0.14
C  1.72725  -2.94547  1.96049  -0.06
C  0.56112  -3.74356  1.34897  -0.30
C  1.00947  -5.16214  0.99417  -0.03
H  -2.34801  -3.29215  1.13548  0.09
H  -1.81272  -4.80573  0.38772  0.07
H  -2.97390  -3.75897  -0.44655  0.07
H  0.84601  -1.67908  -2.27921  0.11
H  2.94988  -0.33554  -2.50991  0.12
H  5.04936  1.74060  1.15579  0.11
H  3.75414  2.59756  -1.26110  0.12
H  4.40466  3.65249  0.00202  0.13
H  2.44146  3.07245  1.45991  0.15
H  1.90787  0.88238  0.51508  0.10
H  1.51120  1.60881  -1.04207  0.12
H  0.02338  2.07380  1.58305  0.13
H  -0.54120  1.10884  0.21362  0.12
H  -0.52997  3.14948  -1.21647  0.15
H  -2.55646  2.33092  -1.26927  0.14
H  -4.91456  3.07216  -0.75250  0.13
H  -4.38017  2.97253  0.94980  0.13
H  -5.05364  0.43206  1.94471  0.11
H  -5.16294  -1.99716  0.76005  0.10
H  -4.96347  -2.73239  -1.95923  0.08
H  -3.36687  -2.03534  -2.30452  0.06
H  -4.80610  -1.35664  -3.06803  0.08
H  0.30380  4.56051  1.35196  0.12
H  -0.08063  5.35819  -0.17138  0.12
H  2.37487  5.11345  0.08230  0.12
H  1.78547  4.18882  -1.29956  0.12
H  4.11477  -1.32776  1.45031  0.13
H  2.48134  -3.60076  2.39322  0.12
H  1.38267  -2.26210  2.74041  0.13
H  -0.29907  -3.77696  2.02043  0.14
H  0.23675  -5.69722  0.44829  0.07
H  1.24028  -5.71770  1.89934  0.08
H  1.89925  -5.11913  0.37010  0.09

SMILES string: CC(=O)N1c2ccc(S(=O)(=O)NC[C@H]3CC[C@H](C(=O)NCc4ccc(C)o4)CC3)cc2C[C@@H]1C
HOMO: -8.33 eV
frontier orbital gap: 0.3222 hartree
LUMO: 0.01592 hartree
multiplicity: 1


Below is C25H27N5O3 in the gas phase in a non-equilibrium geometry, with properties calculated with wB97M-V/def2-TZVPD.

Each line ends with the Löwdin charge.
CARTESIAN COORDINATES (ANGSTROEM)
C  0.82023  -2.61198  -7.23166  -0.09
O  0.74576  -3.62043  -6.25394  -0.09
C  0.65841  -3.24984  -4.94505  -0.28
C  0.57306  -4.28924  -4.01960  0.00
C  0.47811  -4.02767  -2.66989  -0.02
C  0.47449  -2.71372  -2.20095  -0.21
N  0.41112  -2.45249  -0.82142  0.01
C  0.92408  -3.43222  0.12170  -0.14
C  1.45838  -2.74486  1.37794  -0.13
C  0.32468  -1.97531  2.04166  -0.12
N  -0.28747  -1.16138  1.02842  0.06
C  -0.21939  -1.36503  -0.31057  -0.26
N  -0.83360  -0.41098  -1.00637  0.21
C  -1.30651  0.44195  -0.07294  -0.22
C  -0.98934  0.01848  1.20486  -0.08
C  -1.30146  0.76414  2.37031  -0.37
O  -1.06043  0.45661  3.52569  0.07
N  -1.95538  1.96333  2.03893  0.08
C  -2.21121  2.88526  3.13680  -0.12
C  -1.50406  4.24007  2.98162  -0.16
C  -0.17126  4.18311  2.22099  -0.14
C  0.72620  3.03450  2.58863  -0.24
C  1.27897  2.23953  1.59187  -0.05
C  2.10612  1.17678  1.90624  -0.09
C  2.38878  0.88763  3.22954  -0.10
C  1.85048  1.67742  4.23074  -0.08
C  1.03217  2.74525  3.91238  -0.04
C  -2.37503  2.37205  0.78633  -0.44
O  -3.03043  3.38241  0.63122  0.08
N  -2.01293  1.58274  -0.28849  0.02
C  -2.38233  1.96990  -1.63127  0.00
C  0.56121  -1.67885  -3.12470  -0.01
C  0.64624  -1.93965  -4.48010  -0.01
H  1.71622  -1.99516  -7.10663  0.09
H  0.87269  -3.13150  -8.18719  0.09
H  -0.06728  -1.97111  -7.21706  0.10
H  0.57441  -5.30377  -4.38512  0.12
H  0.38978  -4.85721  -1.98615  0.11
H  0.13656  -4.14426  0.40392  0.13
H  1.72961  -3.98052  -0.37191  0.13
H  2.25608  -2.05396  1.09985  0.12
H  1.86433  -3.48934  2.06118  0.12
H  -0.41860  -2.66248  2.46426  0.14
H  0.67547  -1.32065  2.84318  0.11
H  -1.85672  2.36545  4.02898  0.12
H  -3.28900  3.04943  3.21820  0.13
H  -2.15831  4.92270  2.43880  0.10
H  -1.35052  4.64501  3.98303  0.11
H  0.35984  5.12262  2.40452  0.12
H  -0.38005  4.13662  1.14982  0.11
H  1.05360  2.45129  0.55471  0.12
H  2.52491  0.57277  1.11262  0.10
H  3.02770  0.05247  3.48047  0.10
H  2.06578  1.45633  5.26566  0.11
H  0.62050  3.35565  4.70232  0.12
H  -3.12364  2.76344  -1.55887  0.09
H  -2.78828  1.10510  -2.15335  0.09
H  -1.50667  2.33084  -2.17345  0.10
H  0.54534  -0.66018  -2.77821  0.10
H  0.70858  -1.10705  -5.16250  0.10

SMILES string: COc1ccc(N2CCCn3c2nc2c3c(=O)n(CCCc3ccccc3)c(=O)n2C)cc1
HOMO: -7.30 eV
frontier orbital gap: 0.2902 hartree
LUMO: 0.02190 hartree
multiplicity: 1


Below is a molecular structure, C20H26CdNO6PS2, with properties calculated with wB97M-V/def2-TZVPD.

Each line ends with the Löwdin charge.
CARTESIAN COORDINATES (ANGSTROEM)
Cd  -0.89508  1.24600  0.25031  1.33
C  2.35682  2.48751  -0.73321  -0.19
C  1.46050  2.43919  -1.95931  -0.20
O  0.10298  2.74094  -1.67471  -0.22
C  -0.24032  4.11282  -1.54990  -0.16
C  -0.11258  4.61338  -0.13116  -0.18
O  -0.98027  3.83221  0.66594  -0.21
C  -0.96925  4.15292  2.05073  -0.17
C  0.23396  3.55746  2.73393  -0.18
O  0.18563  2.15861  2.52404  -0.19
C  1.43940  1.50526  2.67594  -0.18
C  2.39467  1.87843  1.55331  -0.18
O  1.63888  1.96090  0.35993  -0.24
H  2.68135  3.50870  -0.49678  0.12
H  3.25256  1.89133  -0.93915  0.14
H  1.45753  1.43170  -2.36467  0.08
H  1.85044  3.12407  -2.71885  0.13
H  -1.28416  4.19176  -1.85237  0.14
H  0.37163  4.72646  -2.21864  0.13
H  -0.41635  5.66669  -0.09930  0.14
H  0.91918  4.54362  0.22565  0.11
H  -1.87725  3.72318  2.46808  0.12
H  -0.98676  5.23817  2.19561  0.14
H  0.20012  3.78414  3.80499  0.14
H  1.15910  3.97876  2.32943  0.12
H  1.22499  0.44126  2.63920  0.03
H  1.89440  1.74548  3.64234  0.14
H  3.16327  1.10316  1.47270  0.14
H  2.89640  2.83762  1.72919  0.12
O  -2.95194  2.01880  -0.44263  -0.22
N  -3.47265  2.00329  0.68610  -0.23
O  -2.69839  1.56437  1.57721  -0.24
S  0.20650  -1.85858  1.89734  0.22
P  -0.16142  -2.18118  -0.00019  0.04
S  -0.08677  -0.56323  -1.25016  0.23
C  -1.78927  -2.96235  -0.21074  -0.40
C  -1.93369  -4.30123  0.14610  -0.09
C  -3.17331  -4.91502  0.06506  -0.08
C  -4.27952  -4.19354  -0.36624  -0.09
C  -4.14163  -2.85902  -0.71902  -0.08
C  -2.89695  -2.24529  -0.64797  -0.11
C  0.97445  -3.38984  -0.75179  -0.41
C  2.01219  -3.93636  -0.01043  -0.11
C  2.87243  -4.86010  -0.59433  -0.08
C  2.69211  -5.23948  -1.91528  -0.09
C  1.64824  -4.69829  -2.65938  -0.08
C  0.79163  -3.77610  -2.08082  -0.10
H  -1.07364  -4.86152  0.49342  0.11
H  -3.27825  -5.95686  0.34082  0.10
H  -5.24801  -4.67428  -0.42966  0.10
H  -5.00042  -2.29207  -1.05588  0.10
H  -2.79076  -1.21130  -0.94803  0.06
H  2.13426  -3.63416  1.02220  0.06
H  3.68191  -5.28561  -0.01480  0.10
H  3.36168  -5.96055  -2.36802  0.10
H  1.50392  -4.99792  -3.68977  0.10
H  -0.02452  -3.35431  -2.65638  0.10

HOMO: -7.97 eV
frontier orbital gap: 0.3071 hartree
LUMO: 0.01429 hartree
multiplicity: 1


Below is 2 unconnected molecules or ions with the total composition C5H15NO in a non-equilibrium geometry, with properties calculated with wB97M-V/def2-TZVPD.

Each line ends with the Löwdin charge.
CARTESIAN COORDINATES (ANGSTROEM)
C  0.28454  -1.32632  0.34506  -0.06
C  -0.55031  -0.67419  -0.75507  -0.46
C  -1.93531  -1.25118  -0.83901  -0.07
N  -0.53105  0.77013  -0.71059  -0.26
C  0.78115  1.35294  -0.81554  -0.10
C  -1.35928  1.47179  0.22791  -0.10
H  -0.04432  -2.35800  0.44185  0.07
H  -0.01155  -0.85061  1.29167  0.09
H  1.36012  -1.25044  0.23402  0.06
H  -0.04368  -0.91490  -1.69244  0.13
H  -1.95206  -2.33440  -0.84336  0.08
H  -2.59565  -0.91488  -0.03996  0.06
H  -2.44740  -0.90747  -1.73232  0.08
H  1.36474  0.78141  -1.53215  0.09
H  0.64320  2.38997  -1.11509  0.09
H  1.31320  1.33757  0.13807  0.07
H  -1.65395  2.42941  -0.18361  0.08
H  -0.87040  1.72295  1.15753  0.07
H  -2.22780  0.87289  0.51364  0.07
O  3.70100  -0.38684  1.81385  -0.07
H  4.02380  0.47717  2.07462  0.03
H  2.75102  -0.43701  2.02091  0.03

SMILES string: CC(C)N(C)C.O
HOMO: -8.06 eV
frontier orbital gap: 0.3265 hartree
LUMO: 0.03020 hartree
multiplicity: 1


Below is a molecular structure, C4H7O3Tb in a non-equilibrium geometry, with properties calculated with wB97M-V/def2-TZVPD.

Each line ends with the Löwdin charge.
CARTESIAN COORDINATES (ANGSTROEM)
H  2.00207  -3.12797  -2.41093  -0.21
O  -1.44083  -1.72199  -0.91251  -0.09
C  -1.82333  -1.04790  0.02282  -0.01
C  -0.81390  -0.22273  0.81758  -0.20
O  -1.00346  1.10175  0.61783  0.01
C  0.14372  1.77604  0.09204  -0.07
C  1.28005  0.79422  0.30596  -0.11
O  0.61930  -0.47524  0.22073  -0.31
Tb  0.73772  -2.10223  -1.43426  1.98
H  -2.89402  -0.90834  0.24459  0.19
H  -0.82742  -0.52609  1.87790  0.20
H  0.26824  2.70974  0.64902  0.16
H  -0.02465  1.99849  -0.97021  0.15
H  1.69890  0.86145  1.31871  0.16
H  2.07762  0.89078  -0.43928  0.15

HOMO (alpha / beta): -18.39 / -18.29 eV
frontier orbital gap (alpha / beta): 0.3050 / 0.3219 hartree
total charge: +2
LUMO (alpha / beta): -0.37078 / -0.35044 hartree
multiplicity: 7


> What is the multiplicity in the second record?

1


> Among the records above, which one has the highest multiplicity?

C4H7O3Tb


> Which value of multiplicity does entry 6 give?

1